The following is a DFT calculation (ωB97M-V/def2-TZVPD) of a structure of composition C13H10F3N3OPd in a non-equilibrium geometry.

Geometry as XYZ:
```
31
Properties=species:S:1:pos:R:3:forces:R:3:lowdin_charge:R:1
Pd 0.97990 0.25355 -0.32462 -1.73 -0.66 3.40 1.2169
O -2.07196 -2.05119 1.19202 -0.36 0.31 0.31 0.2185
C -1.01518 -1.65640 0.81521 0.58 0.30 -0.68 -0.4346
N -0.77927 -0.29444 0.59607 1.76 0.08 -0.52 0.0269
C -1.73994 0.73199 0.91788 -0.79 0.19 -0.38 -0.1173
C -1.16161 2.07928 0.67454 0.14 -0.19 0.14 -0.2473
C -1.91214 3.22665 0.77559 -0.09 0.46 0.11 0.0314
C -1.31909 4.44900 0.49200 -0.21 -0.05 0.01 0.0237
C 0.02511 4.50337 0.14711 0.05 0.02 0.06 -0.0035
C 0.73145 3.32788 0.08522 -0.23 -0.19 0.10 -0.0783
N 0.14246 2.13711 0.34123 0.74 -0.32 -1.29 0.0000
C 0.15728 -2.49610 0.49134 0.26 -0.24 -0.04 -0.1957
C 0.06468 -3.86450 0.47547 0.14 -0.18 0.07 0.0668
C 1.18728 -4.59388 0.09021 -0.08 -0.11 -0.01 0.0349
C 2.35996 -3.92997 -0.22998 0.00 0.01 0.13 0.0114
C 2.38592 -2.54801 -0.16159 -0.20 0.02 0.14 -0.0639
N 1.29292 -1.85412 0.19355 0.30 0.72 -1.34 0.0170
H -2.09394 0.61431 1.94697 0.35 0.01 0.15 0.1640
H -2.64590 0.60553 0.31490 0.06 0.02 -0.16 0.1566
H -2.95291 3.16428 1.07132 0.06 0.01 -0.06 0.1460
H -1.90856 5.35520 0.52692 0.00 0.02 0.05 0.1383
H 0.51589 5.43851 -0.08232 0.00 0.00 0.05 0.1342
H 1.78064 3.32176 -0.16130 0.15 -0.09 -0.10 0.1252
H -0.87330 -4.33044 0.74833 0.00 -0.02 -0.01 0.1494
H 1.14059 -5.67301 0.03132 -0.01 -0.01 0.02 0.1402
H 3.24985 -4.46472 -0.53057 0.01 0.00 0.03 0.1356
H 3.28950 -1.99743 -0.37045 0.06 0.13 -0.10 0.1280
F -0.08912 -1.01719 -2.30641 -0.24 -1.20 -0.34 0.2205
C 0.42998 0.16356 -2.28452 -1.75 -0.44 0.99 -0.6673
F 1.31100 0.32710 -3.17024 1.73 0.35 -0.40 0.2977
F -0.48148 1.07231 -2.30519 -0.71 1.06 -0.31 0.2249
```
Positions in Å, forces in eV/Å.

Kohn-Sham gap = 6.14 eV
Energy relative to the best compared isomer or geometry (same formula, charge and spin) = 0.0 kcal/mol
Electronic energy = -31773.978 eV
Spin multiplicity = 1
Charge = +2



The following is a DFT calculation (ωB97M-V/def2-TZVPD) of a cluster of 2 separate species, C5H8O in total in a non-equilibrium geometry.

Geometry as XYZ:
```
14
Properties=species:S:1:pos:R:3:forces:R:3:lowdin_charge:R:1
C -0.75422 -0.90396 -0.25733 -7.30 -5.52 2.22 -0.2757
C -1.23124 0.48634 -0.20261 1.58 1.94 -1.43 -0.2435
C -0.01985 1.28141 0.17858 -4.86 2.76 4.65 -0.1310
C 1.16997 0.78771 0.29075 2.21 0.19 0.32 -0.1054
C 1.45062 -0.61282 -0.08605 1.56 -0.92 -0.03 -0.2086
O 0.38643 -1.51297 0.18750 0.81 2.06 -0.08 -0.1112
H -1.71812 -1.37430 0.71899 2.61 0.56 -2.87 0.1962
H -1.12297 -1.41718 -1.16074 0.35 0.12 0.06 0.1094
H -1.51897 0.88665 -1.19596 0.03 -0.56 0.11 0.1235
H -2.12560 0.66165 0.41218 0.76 -0.01 0.08 0.1064
H -0.51390 2.02237 1.02376 2.39 -0.35 -2.60 0.1643
H 2.00674 1.37457 0.69703 -0.49 -0.31 0.01 0.1169
H 2.25833 -1.00978 0.53721 0.24 0.30 -0.37 0.1300
H 1.73276 -0.66969 -1.14331 0.12 -0.25 -0.08 0.1287
```
Positions in Å, forces in eV/Å.

Kohn-Sham gap = 10.14 eV
Energy relative to the best compared isomer or geometry (same formula, charge and spin) = 98.0 kcal/mol
Electronic energy = -7358.003 eV
Spin multiplicity = 1



The following is a DFT calculation (ωB97M-V/def2-TZVPD) of the ion C9H16N3S with charge +1 in a non-equilibrium geometry.

Geometry as XYZ:
```
29
Properties=species:S:1:pos:R:3:forces:R:3:lowdin_charge:R:1
C -3.10459 -1.97559 -0.01230 2.97 4.29 -0.69 -0.0627
C 2.93989 0.78985 -0.50807 2.13 -0.49 -1.07 -0.2048
C 2.45793 -0.30533 -1.38474 -2.84 0.64 -0.97 -0.2280
C 2.41450 0.63431 0.91977 -0.08 -2.26 -2.67 -0.1631
C 0.95339 -0.21008 -1.46268 -3.35 -0.11 -2.34 -0.1724
C 0.90684 0.46987 0.95022 -0.06 -1.46 2.30 -0.1552
C 0.41486 -0.56701 -0.06924 -0.38 0.97 -0.32 -0.3124
C -1.02122 -0.81134 -0.07514 -3.74 -0.93 -0.26 0.0499
C -2.77173 1.64957 1.35981 2.31 -1.01 -1.75 -0.2911
N -3.57438 -0.84174 -0.33309 -1.18 0.57 -0.03 0.0113
N -2.83570 0.14096 -0.69543 3.47 -2.75 -0.32 -0.4034
N -1.65704 -1.95020 0.12782 1.12 -0.36 -0.29 0.1165
S -2.81077 1.74515 -0.50270 -0.81 -0.22 1.64 0.9335
H -3.67596 -2.76199 0.21712 -1.78 -3.01 0.74 0.0951
H 4.04750 0.55964 -0.49605 -0.83 1.20 0.30 0.1392
H 2.73248 1.72637 -1.08407 0.26 -0.37 1.01 0.1401
H 2.62782 -0.15033 -2.42054 1.63 -0.18 -0.89 0.1126
H 2.57653 -1.31813 -1.06000 1.10 -0.60 0.13 0.1213
H 2.91454 -0.30995 1.16468 -0.03 0.41 1.05 0.1313
H 2.76595 1.49948 1.35243 0.55 1.44 2.13 0.0949
H 0.46584 0.79537 -1.83653 1.38 -1.44 1.05 0.1609
H 0.53264 -0.90912 -2.31947 0.80 0.83 1.91 0.1558
H 0.54124 0.12211 1.98308 0.65 0.58 -1.25 0.1499
H 0.55705 1.44050 0.81991 -1.36 1.64 -0.61 0.0916
H 0.84071 -1.47834 0.26517 0.77 -1.29 0.11 0.1352
H -1.65973 1.16971 1.48453 -2.98 0.72 0.26 0.0677
H -3.67422 1.07855 1.68541 1.09 0.58 0.11 0.0594
H -2.68596 2.67820 1.62284 -0.36 0.67 0.93 0.0136
H -1.21842 -2.91052 0.30725 -0.44 1.94 -0.19 0.2134
```
Positions in Å, forces in eV/Å.

Kohn-Sham gap (spin up / spin down) = 8.52 / 8.52 eV
Energy relative to the best compared isomer or geometry (same formula, charge and spin) = 76.4 kcal/mol
Electronic energy = -24885.960 eV
Spin multiplicity = 1
Charge = +1



The following is a DFT calculation (ωB97M-V/def2-TZVPD) of a cluster of 2 separate species, C4H9NO2 in total in a non-equilibrium geometry.

Geometry as XYZ:
```
16
Properties=species:S:1:pos:R:3:forces:R:3:lowdin_charge:R:1
C -1.98523 -0.91390 -0.33882 0.02 0.08 -0.06 -0.0567
C -0.62881 -0.24435 -0.43428 -0.33 0.86 -0.66 -0.4050
O -0.86152 1.24458 -0.62049 -0.08 -0.87 -0.94 -0.1175
C 0.11981 -0.20310 0.87027 -0.63 1.15 0.08 -0.1555
N 1.58012 -0.12014 0.72593 -0.12 0.21 0.00 0.0202
C 2.21993 0.79240 -0.01872 0.07 0.11 -0.13 -0.3257
O 1.69560 1.62423 -0.76653 0.35 -0.38 0.39 -0.0096
H -1.87976 -2.00447 -0.33247 0.05 0.18 0.02 0.0837
H -2.60250 -0.63043 -1.19534 0.08 -0.04 0.12 0.0822
H -2.50633 -0.61201 0.57667 0.11 0.01 -0.12 0.0857
H -0.06621 -0.57372 -1.30963 0.01 -0.12 0.05 0.1424
H 0.06569 1.57755 -0.83107 -0.60 -0.13 0.04 0.0513
H -0.53376 1.08056 0.74077 1.46 -1.99 1.68 0.2260
H -0.09926 -1.04563 1.55992 -0.01 0.79 -0.32 0.1122
H 2.16401 -0.71467 1.30029 -0.21 0.16 -0.15 0.1313
H 3.31821 0.74311 0.07350 -0.16 -0.02 0.00 0.1351
```
Positions in Å, forces in eV/Å.

Kohn-Sham gap = 9.35 eV
Energy relative to the best compared isomer or geometry (same formula, charge and spin) = 72.0 kcal/mol
Electronic energy = -9876.938 eV
Spin multiplicity = 1



The following is a DFT calculation (ωB97M-V/def2-TZVPD) of a structure of composition C41H43I2N3O2S2Tl in a non-equilibrium geometry.

Geometry as XYZ:
```
94
Properties=species:S:1:pos:R:3:forces:R:3:lowdin_charge:R:1
Tl 0.92560 -0.00980 0.43570 0.13 -0.18 0.16 0.7514
C 0.28160 -3.20900 2.18980 -0.30 0.28 0.02 -0.1842
C -1.04380 -2.43080 2.18350 0.21 -0.09 0.00 -0.1958
N -1.16430 -1.54130 1.03030 -0.41 0.21 0.10 -0.1380
C -1.61170 -2.17700 -0.20520 0.11 -0.18 -0.22 -0.1926
C -0.54060 -3.04990 -0.87350 -0.40 0.09 0.13 -0.1880
N 0.78820 -2.43040 -0.86440 0.12 -0.11 -0.53 -0.1110
C 1.87530 -3.30630 -0.42480 0.18 -0.03 0.36 -0.1860
C 2.40890 -2.95170 0.98650 0.10 -0.07 -0.17 -0.2172
N 1.38820 -2.33230 1.81990 0.34 -0.04 0.45 -0.1648
H 0.23680 -4.02730 1.47560 0.03 -0.08 0.09 0.1004
H 0.41610 -3.64490 3.18760 0.01 -0.08 -0.15 0.1290
H -1.07500 -1.80760 3.07900 -0.08 -0.02 -0.01 0.0814
H -1.87570 -3.14730 2.22930 0.00 0.05 0.08 0.1248
H -1.83880 -0.81300 1.24680 0.10 0.00 0.01 0.0992
H -1.88400 -1.37820 -0.89940 -0.08 0.03 0.08 0.0947
H -2.49990 -2.80370 -0.03140 0.00 0.10 -0.10 0.1266
H -0.86840 -3.22480 -1.90310 0.04 -0.03 0.07 0.1235
H -0.50890 -4.02510 -0.38520 0.08 0.03 -0.04 0.1061
H 0.95570 -2.11880 -1.81760 0.01 -0.11 0.10 0.0496
H 2.71940 -3.22470 -1.11230 -0.06 -0.05 -0.04 0.1206
H 1.56140 -4.35740 -0.44100 -0.01 0.13 -0.07 0.1154
H 3.22030 -2.22520 0.89100 0.01 -0.04 0.01 0.1067
H 2.83140 -3.85890 1.44460 0.02 0.09 -0.09 0.1225
H 1.82900 -1.96330 2.65680 -0.02 -0.10 -0.11 0.0689
I 0.61390 3.60420 1.92140 0.06 -0.04 0.50 0.8039
C -0.15560 2.53310 3.61380 0.18 0.05 -0.28 -1.0903
I 0.84700 0.66860 3.94640 -0.22 0.35 0.22 0.7794
H -1.20640 2.31900 3.44130 0.14 -0.01 -0.03 -0.0361
H -0.01820 3.14580 4.50070 0.05 -0.11 -0.15 -0.0340
C -3.60030 7.60110 0.58340 0.05 0.09 0.00 -0.0407
C -3.16150 6.25220 0.11000 0.01 -0.11 -0.02 -0.2609
C -3.12060 5.18320 0.99910 0.00 0.02 -0.15 -0.0307
C -2.65720 3.94570 0.59910 -0.04 -0.30 -0.01 -0.1300
C -2.25420 3.75850 -0.70830 0.39 -0.06 -0.19 -0.3649
C -2.29940 4.80250 -1.61670 0.08 -0.13 -0.01 -0.0635
C -2.75120 6.04280 -1.20440 -0.06 0.03 0.02 -0.0233
S -1.54390 2.18330 -1.24220 -1.71 0.58 0.53 0.9413
O -1.34850 1.39920 0.01590 0.08 -0.30 0.41 -0.6691
C -3.06770 1.50300 -1.92720 0.39 0.05 -0.55 -0.2935
C -4.09260 1.16090 -1.03560 -0.25 -0.10 0.21 -0.0521
C -5.24500 0.60470 -1.50560 0.25 0.14 0.18 0.0007
C -5.38730 0.30670 -2.87870 0.21 0.05 -0.26 -0.1473
C -6.55260 -0.31270 -3.37570 -0.10 -0.05 -0.16 -0.0230
C -6.66040 -0.63030 -4.70020 -0.10 -0.04 0.20 -0.0617
C -5.59820 -0.37130 -5.57830 0.27 0.11 -0.05 -0.0512
C -4.45590 0.22930 -5.12790 -0.10 -0.09 -0.12 -0.0048
C -4.32890 0.61520 -3.77590 -0.28 -0.13 0.28 -0.0999
C -3.16680 1.27780 -3.27720 -0.10 0.05 0.42 -0.1469
C -2.13630 1.69070 -4.25080 0.41 -0.17 -0.08 -0.1524
C -2.48740 2.60440 -5.28830 0.28 0.12 -0.17 -0.1212
C -3.69780 3.33030 -5.26560 -0.12 0.11 -0.09 -0.0164
C -4.01870 4.17890 -6.28840 -0.09 -0.06 0.27 -0.0556
C -3.15290 4.33970 -7.37990 0.23 -0.09 -0.14 -0.0610
C -1.96170 3.66950 -7.41690 -0.14 0.16 -0.06 -0.0205
C -1.58740 2.80460 -6.36860 -0.28 -0.04 0.24 -0.1485
C -0.35200 2.11950 -6.37950 0.13 -0.23 0.23 0.0063
C 0.00360 1.32070 -5.33260 0.17 0.06 -0.40 -0.0478
C -0.88160 1.13170 -4.26220 -0.43 -0.04 0.48 -0.2861
S -0.31710 0.12880 -2.85650 0.56 1.02 -1.14 0.9446
O 0.11960 -1.16560 -3.41520 0.10 -1.03 -0.09 -0.4732
C 1.23620 1.06600 -2.67620 -0.12 -0.12 0.13 -0.4316
C 1.28560 2.44770 -2.59530 0.11 0.11 0.00 -0.0989
C 2.49700 3.07790 -2.37190 -0.04 -0.12 0.02 -0.0129
C 3.67500 2.35050 -2.25110 -0.05 -0.09 0.07 -0.2593
C 4.98390 3.02620 -2.00010 0.08 0.00 -0.03 -0.0375
C 3.61540 0.96570 -2.37730 -0.09 0.14 0.01 -0.0248
C 2.40650 0.32670 -2.57750 -0.17 -0.11 -0.20 -0.1191
H -4.33060 7.51330 1.38490 -0.06 0.05 0.00 0.0822
H -4.02580 8.18580 -0.22810 -0.06 0.06 -0.01 0.0816
H -2.74260 8.14900 0.97640 0.00 0.07 0.02 0.0914
H -3.44520 5.32870 2.01750 -0.04 0.02 0.16 0.1190
H -2.59650 3.11890 1.28990 0.02 -0.08 0.10 0.0889
H -1.98020 4.63870 -2.63640 0.04 0.07 -0.19 0.1104
H -2.77850 6.85950 -1.91110 -0.02 0.08 -0.05 0.1188
H -3.94340 1.35840 0.01450 -0.08 0.01 0.15 0.1098
H -6.06020 0.37620 -0.83500 -0.05 -0.04 0.09 0.1204
H -7.35790 -0.53520 -2.68990 -0.05 -0.01 0.05 0.1163
H -7.55120 -1.10550 -5.07750 -0.15 -0.05 -0.01 0.1086
H -5.68280 -0.64870 -6.61780 0.00 -0.06 -0.09 0.1107
H -3.63330 0.39960 -5.80490 0.00 0.02 -0.09 0.1228
H -4.36890 3.20950 -4.42760 -0.07 0.01 0.02 0.1237
H -4.94500 4.73170 -6.25900 -0.10 0.04 0.02 0.1094
H -3.43520 4.99610 -8.18800 0.01 0.07 -0.10 0.1090
H -1.28730 3.79250 -8.25040 0.09 0.04 -0.10 0.1164
H 0.31010 2.25260 -7.22180 0.09 -0.01 -0.08 0.1217
H 0.94400 0.79030 -5.32200 0.15 0.04 -0.04 0.1245
H 0.39650 3.04240 -2.72510 0.01 0.05 -0.06 0.0839
H 2.51710 4.15380 -2.29430 0.06 0.17 -0.02 0.1193
H 4.84490 4.07850 -1.76760 0.06 0.06 0.02 0.0795
H 5.62390 2.94520 -2.87840 0.07 0.05 -0.02 0.0910
H 5.50020 2.54490 -1.17160 0.09 0.05 0.06 0.0862
H 4.52440 0.38570 -2.31970 0.11 -0.08 0.02 0.1234
H 2.36510 -0.74470 -2.70740 0.01 -0.09 0.01 0.1021
```
Positions in Å, forces in eV/Å.

Kohn-Sham gap = 7.92 eV
Energy relative to the best compared isomer or geometry (same formula, charge and spin) = 9.4 kcal/mol
Electronic energy = -94340.627 eV
Spin multiplicity = 1
Charge = +1



The following is a DFT calculation (ωB97M-V/def2-TZVPD) of a cluster of 2 separate species, C8H18ClF3NO3S2 in total in a non-equilibrium geometry.

Geometry as XYZ:
```
36
Properties=species:S:1:pos:R:3:forces:R:3:lowdin_charge:R:1
O -3.41061 1.18677 -1.98970 -1.02 -1.44 -1.05 -0.2430
S -2.37725 0.27730 -1.62796 -0.70 4.44 1.98 0.5874
O -1.25156 1.01682 -1.15902 1.31 -2.03 -0.17 -0.2334
S -1.97491 -0.85366 -3.39275 0.14 -0.66 -1.43 1.0452
C -0.17178 -1.16277 -3.60606 1.31 -0.73 0.31 -0.3594
C 0.63940 -1.43030 -2.30510 -0.10 0.00 0.01 -0.2874
C 0.07167 -2.56459 -1.40584 0.46 0.42 0.32 -0.5784
Cl 1.44812 -3.48903 -0.67763 -0.68 0.27 -0.36 0.6025
C -3.14611 -0.79602 -0.27093 -1.55 -1.28 0.35 -0.6851
F -2.65070 -0.45324 0.87885 0.24 -0.14 -0.27 0.1983
F -3.00514 -2.09774 -0.53839 0.74 0.24 -0.02 0.1407
F -4.44125 -0.56560 -0.25669 0.13 0.45 -0.42 0.1966
H -2.54839 -2.08201 -3.14929 0.48 0.52 0.26 0.0358
H 0.24814 -0.31009 -4.17531 -0.66 -0.14 0.44 0.1146
H -0.10007 -2.03147 -4.29869 -0.50 0.37 0.43 0.1182
H 0.73225 -0.48594 -1.73967 -0.01 -0.53 -0.09 0.0980
H 1.66596 -1.72664 -2.60064 -0.61 0.25 -0.15 0.1161
H -0.45269 -2.13139 -0.53454 0.10 -0.32 -0.56 0.0366
H -0.58375 -3.27104 -1.94795 0.41 0.23 0.27 0.0771
C 1.03130 2.40409 3.26598 -0.10 0.22 0.04 -0.0662
C 1.99527 2.20181 2.09977 -0.11 -0.35 0.24 -0.4249
C 1.34448 1.56459 0.86043 0.23 0.23 -0.13 -0.2052
O 1.09023 0.16846 0.97199 -0.26 0.05 -0.22 -0.1998
C -0.07054 -0.16487 1.71249 0.56 -0.11 0.15 -0.1084
N 3.14886 1.42717 2.56832 -0.05 -0.05 -0.37 0.0449
H 0.83659 1.48237 3.81409 0.04 -0.04 -0.06 0.0660
H 1.45200 3.11247 3.98060 0.03 -0.07 -0.04 0.0819
H 0.07605 2.80910 2.92176 0.01 -0.02 0.02 0.0789
H 2.35192 3.19202 1.80079 0.00 -0.06 -0.12 0.1392
H 2.04515 1.66467 0.02569 0.01 -0.10 0.03 0.1228
H 0.43117 2.09800 0.56722 -0.07 -0.03 0.14 0.1087
H -0.86785 0.56171 1.56453 0.19 0.18 0.12 0.0765
H 0.16705 -0.25523 2.77370 -0.19 0.05 0.04 0.0903
H -0.41566 -1.14313 1.37288 0.12 -0.02 0.01 0.0694
H 3.84383 1.38768 1.82673 0.09 0.11 0.12 0.0744
H 2.84880 0.45972 2.67034 0.03 0.07 0.17 0.0708
```
Positions in Å, forces in eV/Å.

Kohn-Sham gap = 5.37 eV
Electronic energy = -58554.829 eV
Spin multiplicity = 1
Charge = +1